(1)
{"formula": "C23H26MoN3O7S2", "method": "ωB97M-V with the def2-TZVPD basis set", "elements": ["Mo", "C", "C", "S", "C", "C", "S", "H", "H", "H", "H", "H", "H", "O", "C", "O", "C", "C", "C", "C", "C", "C", "O", "N", "O", "O", "N", "O", "O", "H", "H", "C", "C", "C", "C", "C", "C", "C", "C", "N", "C", "C", "C", "C", "H", "H", "H", "H", "H", "H", "H", "H", "H", "H", "H", "H", "H", "H", "H", "H", "H", "H"], "positions_angstrom": [[-1.495484, 0.274020, -0.517053], [-3.770081, -3.712669, 0.519483], [-3.231354, -2.504164, -0.199500], [-2.401054, -1.329947, 0.828331], [-3.352870, -2.277526, -1.511089], [-4.039932, -3.214073, -2.459164], [-2.724167, -0.797276, -2.228354], [-3.581406, -3.636158, 1.589070], [-3.302913, -4.635446, 0.168569], [-4.849283, -3.814612, 0.387709], [-4.491519, -4.058920, -1.941354], [-3.337424, -3.609271, -3.195593], [-4.824751, -2.696384, -3.014504], [-2.186376, 3.948870, -1.974965], [-1.943071, 3.172529, -1.075287], [-2.448438, 1.958191, -1.037635], [-1.070364, 3.597036, 0.078045], [-0.624966, 4.904494, 0.071241], [0.144107, 5.385957, 1.118317], [0.466046, 4.592305, 2.201737], [0.004562, 3.297365, 2.220207], [-0.744312, 2.715971, 1.155242], [-1.050057, 1.475410, 1.162587], [0.367377, 2.503670, 3.412878], [1.362760, 2.852440, 4.026535], [-0.360884, 1.590420, 3.745171], [0.625891, 6.768513, 1.091152], [0.358904, 7.442203, 0.112821], [1.259933, 7.168949, 2.052212], [-0.894473, 5.535980, -0.762353], [1.064605, 4.970197, 3.016893], [1.209629, -1.625907, 3.832436], [1.478865, -1.822407, 2.367077], [2.313755, -2.839114, 1.917253], [2.536560, -3.019189, 0.558558], [3.458178, -4.102392, 0.070620], [1.903055, -2.185519, -0.353634], [1.047223, -1.168664, 0.070908], [0.867087, -0.990372, 1.444392], [0.360145, -0.317283, -0.823459], [1.019479, 0.100747, -2.090431], [0.816274, -0.930122, -3.200205], [2.513180, 0.400062, -1.857695], [0.354802, 1.403878, -2.543408], [2.022496, -2.025432, 4.440801], [0.292049, -2.142556, 4.122977], [1.076692, -0.572363, 4.077136], [2.801918, -3.489974, 2.633648], [3.709677, -4.791070, 0.876229], [4.392165, -3.688404, -0.315962], [3.004282, -4.681891, -0.734471], [2.075533, -2.355232, -1.405197], [0.256778, -0.171043, 1.798665], [1.191033, -1.917977, -2.942788], [1.341791, -0.591647, -4.095125], [-0.244909, -1.028295, -3.436012], [3.151658, -0.458894, -2.060711], [2.696799, 0.715991, -0.831283], [2.827044, 1.209427, -2.518906], [-0.724915, 1.300692, -2.696509], [0.763483, 1.705564, -3.509805], [0.559188, 2.211313, -1.836451]], "forces_ev_per_angstrom": [[0.379, -0.624, 0.030], [-0.032, -0.063, 0.018], [0.004, 0.046, -0.099], [0.028, 0.389, -0.081], [0.034, -0.007, 0.135], [-0.067, -0.046, -0.045], [0.060, 0.109, 0.164], [0.033, 0.017, 0.028], [0.017, -0.011, -0.011], [-0.028, 0.002, -0.028], [-0.011, -0.020, 0.038], [0.050, 0.016, -0.026], [0.003, 0.034, -0.004], [0.015, 0.049, 0.021], [-0.127, -0.107, 0.173], [0.017, 0.128, -0.230], [0.005, 0.123, -0.039], [-0.062, -0.208, 0.028], [0.133, 0.312, 0.027], [-0.060, -0.062, -0.049], [0.191, -0.151, 0.376], [-0.036, 0.000, -0.155], [-0.052, -0.090, 0.026], [-0.336, 0.224, -0.244], [0.077, -0.133, 0.045], [0.174, 0.090, 0.007], [-0.211, -0.290, -0.004], [0.079, 0.060, 0.055], [0.037, 0.080, -0.053], [0.016, 0.014, -0.009], [-0.019, -0.010, -0.042], [0.049, -0.027, 0.097], [-0.007, -0.013, 0.033], [-0.010, 0.028, -0.050], [-0.024, 0.035, 0.084], [0.064, -0.085, -0.036], [-0.016, -0.082, -0.030], [0.027, -0.001, 0.111], [0.086, 0.083, -0.014], [-0.492, 0.172, -0.116], [0.032, 0.007, 0.132], [-0.032, -0.017, -0.208], [0.015, -0.022, -0.080], [0.104, 0.106, -0.049], [0.004, -0.003, -0.001], [-0.022, 0.002, -0.004], [-0.014, -0.004, -0.016], [0.022, -0.033, 0.026], [0.018, -0.020, 0.023], [0.008, 0.031, 0.003], [-0.031, 0.007, -0.020], [0.015, -0.016, 0.071], [-0.057, -0.039, -0.016], [-0.014, 0.058, -0.030], [0.014, -0.006, -0.078], [0.050, 0.005, 0.029], [-0.023, -0.029, 0.048], [-0.049, 0.055, 0.027], [0.008, -0.031, -0.051], [0.019, -0.023, 0.020], [-0.007, -0.006, 0.014], [-0.052, -0.001, 0.031]], "charge": -1, "energy_ha": -2447.5755, "largest_force_ha_per_bohr": 0.0142, "e_homo_ev": [-4.91, -4.95]}

---

(2)
{"formula": "C23H26N3OPdS2", "method": "ωB97M-V with the def2-TZVPD basis set", "elements": ["Pd", "S", "C", "N", "C", "C", "C", "C", "C", "C", "S", "H", "H", "H", "H", "N", "C", "N", "C", "C", "C", "C", "C", "H", "H", "H", "H", "H", "H", "H", "H", "H", "H", "C", "C", "C", "C", "C", "C", "C", "O", "C", "C", "C", "H", "H", "H", "H", "H", "H", "H", "H", "H", "H", "H", "H"], "positions_angstrom": [[0.455751, -0.859095, 0.374640], [0.761660, -2.547118, 1.889953], [-0.838453, -2.894260, 1.303718], [-1.225731, -1.988235, 0.440764], [-2.472738, -2.252786, -0.106460], [-3.144248, -1.516388, -1.074928], [-4.388742, -1.956091, -1.483245], [-4.959622, -3.109923, -0.939439], [-4.292618, -3.851372, 0.016522], [-3.038285, -3.414874, 0.427092], [-1.960480, -4.159547, 1.588612], [-2.684779, -0.633573, -1.495586], [-4.930118, -1.402670, -2.238907], [-5.935030, -3.431388, -1.277364], [-4.732732, -4.748856, 0.429050], [-0.265543, 0.628049, -0.858359], [-0.797011, 1.502065, -1.398252], [-1.397733, 2.480330, -2.002220], [-0.654582, 3.562346, -2.668032], [-1.041492, 3.621228, -4.137872], [-2.557277, 3.722052, -4.295069], [-3.259436, 2.560973, -3.593653], [-2.868696, 2.505370, -2.125363], [0.410271, 3.383593, -2.526642], [-0.909444, 4.498447, -2.163216], [-0.675274, 2.721631, -4.641225], [-0.546527, 4.476758, -4.599180], [-2.824345, 3.739423, -5.351325], [-2.904411, 4.667849, -3.866555], [-2.987633, 1.616434, -4.074019], [-4.343017, 2.662850, -3.666666], [-3.269441, 1.628136, -1.620454], [-3.228304, 3.391127, -1.594343], [8.167899, 1.637894, -2.383574], [6.767686, 1.242466, -2.025061], [5.773420, 1.164423, -2.995456], [4.478771, 0.799411, -2.675047], [3.457866, 0.730642, -3.783372], [4.171268, 0.494572, -1.327794], [2.818824, 0.109663, -1.033117], [2.424003, -0.297349, 0.068516], [5.169367, 0.569327, -0.323453], [4.908736, 0.264925, 1.122208], [6.444786, 0.946680, -0.703001], [8.270557, 1.836299, -3.448334], [8.868583, 0.847182, -2.111662], [8.463637, 2.533774, -1.835713], [6.019489, 1.391417, -4.025448], [3.928496, 0.978677, -4.731969], [2.639722, 1.437827, -3.629845], [3.024259, -0.265116, -3.883195], [2.092854, 0.173891, -1.848538], [4.057362, 0.825701, 1.506623], [5.787715, 0.510086, 1.714549], [4.675165, -0.790673, 1.266010], [7.216711, 1.012803, 0.054543]], "forces_ev_per_angstrom": [[-0.486, -0.333, -0.794], [-0.086, -0.294, -0.041], [0.304, 0.211, 0.057], [0.121, 0.096, 0.455], [0.125, 0.063, 0.059], [-0.062, -0.032, 0.007], [0.032, 0.012, 0.013], [-0.031, 0.015, -0.036], [0.033, -0.007, 0.027], [-0.044, -0.037, -0.006], [-0.038, 0.029, -0.052], [0.012, -0.005, -0.014], [-0.005, -0.003, -0.002], [0.000, -0.006, 0.007], [0.000, -0.002, 0.002], [0.019, 0.076, -0.154], [0.122, -0.001, 0.076], [-0.139, -0.017, -0.009], [0.030, 0.008, 0.008], [0.016, -0.004, -0.005], [-0.008, 0.008, 0.000], [-0.007, -0.009, 0.002], [0.039, 0.032, 0.017], [-0.003, 0.000, -0.009], [0.004, -0.002, -0.007], [0.003, 0.005, -0.002], [-0.002, 0.003, 0.001], [0.002, -0.004, -0.001], [-0.002, 0.003, -0.004], [-0.002, 0.000, 0.000], [0.001, 0.004, 0.001], [-0.009, 0.002, -0.004], [-0.002, 0.000, -0.008], [0.024, 0.008, -0.014], [-0.003, -0.004, 0.020], [-0.031, -0.015, 0.014], [0.049, 0.026, 0.016], [-0.028, -0.001, -0.018], [-0.010, -0.020, -0.012], [0.039, -0.097, 0.063], [0.000, 0.265, 0.379], [0.047, 0.003, -0.054], [-0.013, 0.004, 0.029], [-0.039, 0.007, 0.001], [-0.004, 0.000, -0.001], [0.000, 0.000, 0.002], [0.001, -0.001, 0.002], [0.008, 0.002, -0.003], [-0.006, 0.003, -0.002], [0.004, 0.001, 0.003], [0.007, -0.005, 0.001], [0.000, 0.016, -0.010], [0.019, 0.005, 0.001], [0.006, -0.013, 0.003], [-0.011, 0.003, -0.006], [0.005, 0.000, 0.002]], "charge": 1, "energy_ha": -2055.6332, "largest_force_ha_per_bohr": 0.0192, "e_homo_ev": -10.81}

---

(3)
{"formula": "C23H26N4O3S", "method": "ωB97M-V with the def2-TZVPD basis set", "elements": ["C", "C", "C", "C", "C", "C", "C", "C", "H", "H", "H", "O", "C", "C", "N", "N", "C", "S", "C", "C", "O", "N", "C", "H", "C", "N", "C", "C", "C", "C", "C", "C", "H", "H", "H", "H", "H", "C", "H", "C", "H", "H", "H", "H", "H", "H", "H", "H", "O", "H", "H", "H", "H", "H", "H", "H", "H"], "positions_angstrom": [[-0.082492, 1.602134, 3.052242], [-0.602504, 0.352298, 2.749872], [-1.561246, 0.143319, 1.732803], [-2.136545, -1.098734, 1.642497], [-1.585041, -2.103219, 2.465763], [-0.732379, -2.129729, 3.368529], [-0.299789, -0.911580, 3.690549], [1.067276, -0.730558, 4.617820], [0.910432, 0.155571, 5.195771], [0.888252, -1.512361, 5.308065], [1.973403, -0.881442, 4.032019], [-0.089100, -3.392127, 3.931242], [1.099784, -3.588192, 3.636499], [1.275025, -3.486309, 1.987998], [2.227216, -2.522916, 1.631776], [1.827677, -2.601861, 0.316755], [0.921108, -3.295135, 0.075945], [0.265886, -3.818178, -1.494673], [1.571314, -2.835995, -2.776265], [0.646324, -1.967220, -3.555379], [0.682381, -2.145965, -4.661758], [0.135323, -0.957986, -2.968930], [0.463289, -0.350023, -1.714751], [0.898154, -1.089595, -1.029161], [1.556358, 1.015943, -1.840110], [0.609247, 2.081942, -2.636972], [-0.358477, 3.044902, -1.882425], [-0.734418, 3.916215, -2.925848], [-1.777478, 4.841627, -2.184620], [-2.153461, 4.854356, -0.929399], [-1.498147, 3.751581, -0.229514], [-0.591047, 2.885642, -0.620826], [-0.364660, 2.058562, -0.088449], [-1.884014, 3.788817, 1.001852], [-2.768129, 5.567080, -0.440898], [-2.021794, 5.608616, -3.056180], [-0.325366, 4.155443, -3.814100], [0.121402, 1.404266, -3.933060], [-0.166329, 2.162141, -4.531428], [-0.486769, 0.002624, -3.828606], [-0.759081, -0.189777, -4.801386], [-1.616354, 0.194099, -3.349319], [1.310645, 1.223799, -4.261571], [1.427669, 1.510047, -0.622812], [2.339647, 0.739276, -2.190417], [-0.509697, 0.090308, -1.204859], [1.879246, -3.483259, -3.271523], [2.146158, -2.222606, -1.978129], [0.679469, -4.031690, 1.014305], [1.025991, -4.981508, 3.696477], [1.911808, -3.288454, 4.034629], [-2.025909, -3.252020, 2.107777], [-2.847266, -1.146755, 0.762856], [-2.079733, 1.010552, 1.369173], [-0.353952, 2.012652, 4.072034], [0.907174, 1.479142, 2.849123], [-0.356485, 2.362240, 2.478997]], "forces_ev_per_angstrom": [[0.164, 0.940, 4.296], [-3.258, -7.179, 1.403], [0.581, 0.667, 2.971], [0.561, -0.098, -0.856], [-9.676, -6.432, -9.699], [6.196, -1.024, 5.831], [5.192, 6.677, -0.783], [-3.743, -0.637, -1.481], [0.683, 0.847, -0.030], [0.559, -1.015, 0.919], [-0.099, 0.450, 0.108], [-9.272, 4.906, 2.029], [-0.611, -10.523, -9.144], [6.501, 3.713, 8.290], [-5.430, -4.658, -0.600], [9.371, 10.530, -2.219], [-3.130, -2.583, -9.526], [1.261, 1.040, -1.084], [-6.855, 9.967, 12.551], [4.153, -1.750, 7.648], [-0.955, -1.838, -11.598], [-2.246, 5.400, 1.084], [0.693, 1.887, 2.100], [-0.228, 0.476, -0.233], [-16.833, 4.266, 7.432], [1.033, -1.660, 1.560], [5.785, -3.300, -11.583], [-5.446, 1.640, 10.385], [2.817, 1.485, -9.604], [1.964, -3.269, 2.004], [-5.052, 4.403, 7.198], [-1.919, 1.172, 1.649], [1.083, -2.250, 1.697], [1.254, -0.592, -3.464], [-0.493, 0.279, 0.230], [-0.379, -0.939, 2.516], [1.145, 0.354, -2.650], [7.545, -2.401, 4.004], [-1.996, 1.651, -2.289], [-4.894, 3.687, 2.683], [0.059, -1.747, -2.092], [2.479, -0.398, -0.883], [-2.990, 0.024, -0.274], [1.507, -1.820, -3.842], [9.845, -2.474, -4.393], [1.872, -0.932, -1.155], [5.734, -10.297, -7.734], [-0.226, -1.593, -1.673], [-5.851, -6.234, 6.478], [1.341, 3.564, 0.259], [5.441, 2.765, 3.152], [1.193, 3.092, 1.148], [0.574, -1.094, 1.591], [0.305, 0.341, -0.973], [0.891, -0.878, -0.676], [3.500, 0.406, 0.443], [-1.700, 2.988, -3.121]], "energy_ha": -1734.1836, "largest_force_ha_per_bohr": 0.3673, "e_homo_ev": -7.78}